[1]
C25H23ClF3N3O4 in the gas phase. Source: OMol25; level of theory: ωB97M-V with the def2-TZVPD basis set.

As for the largest force on an atom: 0.81 eV Å⁻¹. The HOMO energy comes out at -8.62 eV. Its energy above the lowest of the compared OMol25 structures with the same formula, charge and spin is 16.1 kJ/mol. The calculation puts the frontier orbital gap at 8.9 eV.

```
! RIJCOSX wB97M-V def2-TZVPD def2/J DEFGRID3
* xyz 0 1
H -2.40515 3.77883 1.08836
C -5.73826 0.86615 -0.79606
C -3.83327 1.38718 0.57051
C -3.38667 -3.33540 -0.58847
N -1.35266 -0.20327 -0.43890
C -1.67248 -2.51055 1.03369
H 4.43618 -3.38917 -0.40598
H -7.11138 -0.78883 1.08086
F -2.77006 -4.35112 -1.22334
O 8.16239 -0.93764 -0.20126
H 2.97345 -1.40319 -0.50696
H -0.97495 1.91608 -0.71940
C -4.38245 2.79716 -1.28351
H 8.58592 0.88626 -1.09798
C 1.30065 1.01865 -0.02772
O -5.05222 -0.53426 1.08516
H 4.26636 2.09700 -0.17573
H -6.58398 0.24633 -1.04646
Cl 0.17538 -1.80803 2.84490
H 3.29986 1.32973 -1.45759
C -3.55654 2.49798 -0.20778
C -4.91100 0.55436 0.27741
C -2.20445 -1.12180 -0.83778
H -4.17750 3.66036 -1.89838
N 2.56453 1.05015 0.42915
C 6.23613 -2.25384 -0.30228
H -2.74513 -0.90379 -1.74776
C -0.64145 -0.36848 0.66634
C -2.32760 3.31918 0.09843
H -6.21336 -1.81044 -0.07600
C 4.59903 -0.01621 -0.39942
O 0.99843 1.19938 -1.18762
C -0.62354 2.01971 1.25532
C -6.18781 -1.35247 0.91682
H -2.18997 4.10081 -0.65280
F -4.07123 -3.89314 0.42184
F -4.29544 -2.85465 -1.44772
C 8.80190 0.31552 -0.18911
H 0.73703 0.53974 2.02200
H -3.21541 1.14318 1.42101
C -2.41411 -2.29372 -0.12295
C 5.97705 0.13659 -0.31709
O -0.76567 2.50502 2.35522
C -5.46891 1.98890 -1.56070
C 6.80511 -0.97932 -0.27519
H 8.51638 0.90495 0.68830
H 6.89186 -3.10863 -0.26291
N -1.16473 2.45779 0.11786
H -6.11581 2.22518 -2.39251
H -1.80401 -3.41134 1.61402
C 0.26093 0.75412 1.06410
C 3.70588 1.19709 -0.44939
C 4.04454 -1.28698 -0.43333
H -6.10098 -2.13402 1.66976
H 2.76045 0.86385 1.39992
C 4.86759 -2.39996 -0.38130
H 9.86838 0.10095 -0.14488
C -0.76654 -1.54156 1.42804
H 6.38930 1.13364 -0.29273
*
```


[2]
C25H23ClFN3O4 in the gas phase. Source: OMol25; level of theory: ωB97M-V with the def2-TZVPD basis set.

As for the largest force on an atom: 0.96 eV Å⁻¹. The HOMO energy comes out at -8.64 eV. Its energy above the lowest of the compared OMol25 structures with the same formula, charge and spin is 21.3 kJ/mol. The calculation puts the frontier orbital gap at 8.8 eV.

```
! RIJCOSX wB97M-V def2-TZVPD def2/J DEFGRID3
* xyz 0 1
C 1.29442 0.46110 3.74985
H 1.27320 -1.31498 1.76957
Cl 1.88002 -1.09223 4.24042
H -0.18150 2.06056 1.18352
H -2.34666 1.69538 -4.00647
H -4.18802 -3.11008 -0.64377
H 0.00965 3.95440 2.76336
C 0.36847 2.97307 3.02750
C 0.27023 1.90892 2.15179
C 2.14105 0.25905 -0.25482
C 0.60186 -0.49476 1.50713
C 4.48810 0.57163 0.17422
O -4.37061 -1.06273 -3.61933
H 5.69023 1.23395 -1.47504
H -3.98617 -2.99622 -2.42140
C 0.73196 0.64118 2.48791
O -1.34099 -0.27669 -0.30056
C -1.10935 0.30986 -2.95336
O 1.36532 1.03572 -3.69123
H -4.66578 1.38891 -3.30424
C 2.35563 0.65893 -1.57876
F 1.04630 3.77688 5.13467
C -4.29042 0.98430 -2.36247
H -3.47246 -0.71330 -0.63612
C 1.40384 1.51008 4.64825
H -0.66301 0.11393 -3.93004
C -0.22239 -0.01974 -0.70674
H 1.01101 -3.43659 -1.85183
C -3.62157 -2.64084 -1.45402
C 4.70050 0.96481 -1.14169
C -4.15145 -0.51918 -2.55561
H 3.10282 -0.06862 1.64829
N -3.85894 -1.20830 -1.42622
H 5.31723 0.53711 0.86477
H -3.27126 2.78254 -1.84220
N 0.00938 0.34614 -2.01035
C -1.15493 -3.03149 -2.20467
N 0.86146 -0.07927 0.14014
H 3.75126 1.30766 -3.04204
H -5.04819 1.14997 -1.59276
H 1.84091 1.36727 5.62319
C 0.01868 -3.31852 -1.46612
C 1.24674 0.70951 -2.53061
H -1.20014 2.44887 -2.90372
H -0.42800 -0.86869 1.52291
O -1.69663 -3.20863 -0.05637
C -3.01055 1.72824 -1.96471
C 0.93919 2.75548 4.26847
C -1.90088 1.61794 -3.01381
C -2.17317 -2.97148 -1.29699
H -1.75329 -0.52097 -2.67539
H -2.64873 1.36409 -1.00419
C 3.63484 1.00806 -2.01189
H 0.16443 -3.63870 0.73131
C 3.22937 0.22351 0.62016
H -1.23504 -2.89920 -3.26418
C -0.37552 -3.41750 -0.16826
*
```


[3]
A molecular structure, C25H23F4N6O17S4Y in a non-equilibrium geometry. Source: OMol25; level of theory: ωB97M-V with the def2-TZVPD basis set.

As for the largest force on an atom: 9.83 eV Å⁻¹. The HOMO energy comes out at -8.24 eV. Its energy above the lowest of the compared OMol25 structures with the same formula, charge and spin is 571.5 kJ/mol. The calculation puts the frontier orbital gap at 6.3 eV.

```
! RIJCOSX wB97M-V def2-TZVPD def2/J DEFGRID3
* xyz 0 1
O -0.36873 -1.62028 -1.03904
O 0.39904 -2.17690 -2.99353
H 3.76111 4.90836 -1.06026
O -0.76776 1.33405 0.30393
H -2.89618 -4.94537 -4.94685
C -2.99745 -4.27633 -4.10511
H 7.39161 4.58378 1.13690
N 2.05881 -2.28717 0.26614
H -0.85441 -3.64965 -4.22264
N 1.50866 0.70708 2.46272
H 2.02308 0.02623 -3.36450
H 6.09520 5.79070 -0.48584
F 0.69768 -3.28800 2.08835
N -1.87397 1.31650 -0.26422
H -1.18220 4.12265 0.10100
O -1.55929 0.51637 3.01484
C 6.54020 4.09515 0.68664
C -2.48084 4.96518 -1.32102
N -0.42920 -2.22818 -2.13517
C -3.39359 4.83349 -2.29028
C 4.90243 2.38522 0.82213
C -3.32264 2.39495 -1.99556
S 1.89506 0.01325 4.03355
C -3.90319 -1.10693 2.95078
F 3.67575 -1.61982 -1.19068
N -1.49344 -0.57129 2.38311
C 1.96456 1.01522 -2.91001
O 0.28142 -4.32170 -0.12029
S 1.47782 2.11174 3.03045
C -4.12289 -3.26309 -2.16110
O 3.69896 0.32835 0.60931
O 2.78534 2.74162 3.34794
O 4.45633 -3.38204 0.31080
O 0.28104 2.55705 3.69826
O 5.40716 0.45344 2.03459
H 1.33500 1.69032 -3.48966
C -3.84734 3.55705 -2.67534
C 4.45620 4.28708 -0.51504
H -5.01281 -3.14511 -1.56066
H -2.06519 5.93313 -1.08291
H -4.58182 3.40636 -3.45266
H 2.88355 1.59716 -2.98013
C -3.75200 -3.51505 1.71088
N 4.65983 0.96609 1.18065
H -2.97056 -2.20626 -0.78396
C 5.73651 4.81291 -0.20007
S 1.38990 -3.88465 0.72739
H -3.92460 -0.17503 3.49622
H -5.01353 -4.78799 -3.43563
O 0.78858 -0.49569 4.81169
H -5.99751 -1.52655 3.22370
O -2.49122 0.26596 -0.31811
H -3.71789 -4.51071 1.29388
F 2.40748 -1.37255 3.39094
C -5.07256 -1.85318 2.77183
C -1.80060 -3.57796 -3.70690
C -4.16208 -4.15484 -3.23427
S 3.24491 -2.98756 -0.45809
H 3.02485 2.75182 -0.23258
C -1.72046 -2.81023 -2.52009
O 2.28472 -4.86597 1.37960
H -3.60040 1.40010 -2.31102
C -1.96996 3.88710 -0.59926
H -1.67950 -3.18649 1.45360
Y 1.36873 -0.25479 0.45754
H -5.88140 -3.66049 2.23380
C 4.04188 3.03781 -0.00843
O 1.59675 1.03172 -1.54455
C -2.60602 -2.77317 1.82391
C -2.47247 2.54565 -0.88819
O 2.87176 -3.79885 -1.61020
C 6.18803 2.88836 1.14313
F 1.18023 2.74736 1.61401
C -4.97259 -3.07903 2.18529
H 6.85339 2.37907 1.82454
C -2.92756 -2.64307 -1.77075
H -3.67567 5.71792 -2.84220
O 3.11494 0.32940 4.75456
C -2.67117 -1.45354 2.36678
O -0.49561 -0.97735 1.70121
*
```


Which value of frontier orbital gap does entry 1 give? 8.9 eV


Which of these has the highest frontier orbital gap? C25H23ClF3N3O4